C57H55N5O4S3Sn as an isolated structure, computed with the ωB97M-V functional and the def2-TZVPD basis.

```
125
Properties=species:S:1:pos:R:3:mulliken_charge:R:1
Sn -0.075 0.262 0.542 3.106
C 4.942 1.537 -2.150 -2.308
C 3.662 1.425 -1.346 0.857
N 2.760 0.552 -1.614 1.007
N 2.937 -0.280 -2.639 -0.977
C 2.041 -1.226 -3.042 0.192
N 2.446 -1.934 -4.152 -0.546
S 0.575 -1.505 -2.372 -0.097
C 3.435 2.292 -0.190 0.705
C 4.274 3.368 0.119 -1.313
C 4.025 4.105 1.262 -1.185
C 2.966 3.753 2.080 -1.208
C 2.169 2.691 1.680 -0.265
N 2.384 2.003 0.580 1.861
H 5.443 0.566 -2.187 0.481
H 5.644 2.246 -1.724 0.443
H 4.718 1.855 -3.170 0.389
H 3.779 -0.197 -3.210 0.339
H 3.407 -2.239 -4.213 0.191
H 1.776 -2.645 -4.408 0.283
H 5.099 3.660 -0.512 0.363
H 4.648 4.952 1.504 0.488
H 2.753 4.288 2.991 0.553
H 1.322 2.356 2.265 0.020
O -1.987 0.052 1.502 -0.901
C -3.073 -0.774 1.439 2.570
C -2.827 -1.936 0.404 -1.163
C -1.690 -2.799 0.828 -0.596
C -1.898 -4.060 1.378 -0.645
C -0.805 -4.812 1.771 -1.199
C 0.459 -4.274 1.637 -0.671
C 0.591 -2.999 1.092 -0.449
C 1.911 -2.326 1.064 -0.662
C 1.995 -1.401 2.326 2.150
O 1.078 -0.394 2.300 -1.385
C 1.786 -2.329 3.517 -0.134
C 0.546 -2.381 4.134 -0.080
C 0.309 -3.287 5.150 -0.492
C 1.314 -4.147 5.559 -0.649
C 2.566 -4.077 4.969 -0.910
C 2.802 -3.172 3.951 -0.341
C 3.350 -0.726 2.430 -0.360
C 4.312 -0.679 1.435 -0.007
C 5.450 0.093 1.608 -0.731
C 5.636 0.827 2.766 -0.546
C 4.669 0.792 3.758 -0.860
C 3.543 0.019 3.588 -0.244
N -0.462 -2.306 0.672 1.030
C -3.396 -1.349 2.823 -0.153
C -2.878 -0.700 3.937 -0.562
C -3.110 -1.179 5.213 -0.785
C -3.857 -2.329 5.397 -0.618
C -4.379 -2.983 4.295 -0.998
C -4.163 -2.491 3.021 -0.180
C -4.297 0.024 0.955 0.129
C -4.158 1.400 0.817 -0.786
C -5.194 2.181 0.345 -0.068
C -6.400 1.599 -0.002 -0.743
C -6.557 0.232 0.149 -1.056
C -5.519 -0.550 0.631 -0.063
H -2.580 -1.440 -0.536 -0.096
H -3.732 -2.527 0.281 1.145
H -2.896 -4.461 1.475 0.479
H -0.940 -5.802 2.181 0.443
H 1.331 -4.827 1.956 0.561
H 2.000 -1.677 0.192 -0.708
H 2.720 -3.056 1.105 0.979
H -0.223 -1.702 3.799 0.220
H -0.663 -3.321 5.623 0.494
H 1.130 -4.871 6.340 0.407
H 3.365 -4.726 5.303 0.423
H 3.779 -3.112 3.487 0.402
H 4.190 -1.249 0.526 0.295
H 6.200 0.127 0.830 0.412
H 6.530 1.418 2.905 0.426
H 4.802 1.365 4.662 0.416
H 2.775 -0.026 4.343 0.375
H -2.271 0.178 3.773 0.402
H -2.700 -0.657 6.066 0.415
H -4.032 -2.717 6.390 0.421
H -4.957 -3.889 4.425 0.415
H -4.601 -3.021 2.188 0.402
H -3.205 1.836 1.076 0.232
H -5.062 3.250 0.248 0.435
H -7.214 2.204 -0.375 0.415
H -7.499 -0.229 -0.110 0.427
H -5.687 -1.609 0.755 0.258
O -1.020 2.903 -0.055 -0.641
S 0.144 3.397 -0.800 1.204
C -0.555 4.268 -2.285 -1.328
C -0.814 3.206 -3.352 -0.002
C -2.291 2.969 -3.676 -1.063
C -3.121 2.556 -2.474 -0.844
S -2.761 0.853 -1.845 0.784
O -1.306 0.674 -1.946 -0.695
C -3.394 0.019 -3.331 0.352
C -2.502 -0.501 -4.249 -0.371
C -2.972 -1.232 -5.328 -0.990
C -4.333 -1.443 -5.472 -0.528
C -5.226 -0.894 -4.564 -0.809
C -4.758 -0.167 -3.483 -0.635
C 0.604 4.922 0.071 0.159
C -0.091 5.251 1.220 -0.385
C 0.229 6.405 1.910 -0.872
C 1.244 7.224 1.443 -0.514
C 1.964 6.869 0.313 -0.918
C 1.654 5.708 -0.373 -0.323
H 0.199 4.983 -2.603 0.691
H -1.448 4.806 -1.980 0.532
H -0.395 2.264 -2.996 -0.241
H -0.296 3.478 -4.276 0.513
H -2.345 2.185 -4.437 0.387
H -2.717 3.882 -4.105 0.402
H -4.183 2.542 -2.710 0.882
H -2.946 3.196 -1.613 0.269
H -1.445 -0.342 -4.095 0.539
H -2.278 -1.653 -6.041 0.432
H -4.701 -2.049 -6.288 0.389
H -6.287 -1.051 -4.691 0.435
H -5.441 0.248 -2.757 0.318
H -0.873 4.585 1.553 0.400
H -0.315 6.669 2.804 0.460
H 1.484 8.135 1.969 0.418
H 2.764 7.506 -0.037 0.441
H 2.228 5.426 -1.245 0.432
```

LUMO level   -0.0178 eV
HOMO-LUMO gap   6.9 eV
ΔE to the lowest compared entry with this formula, charge and spin   141.5 kJ/mol